i | C27H27N3O3S | ωB97M-V with the def2-TZVPD basis set

Geometry as XYZ:
```
61
C27H27N3O3S, DFT ωB97M-V with the def2-TZVPD basis set
S 1.4299 0.2538 2.8708
O 2.4820 -0.6704 2.5490
O -4.0850 1.2376 0.0842
O 1.4385 0.8923 4.1539
N 1.3673 1.4681 1.7179
N 0.2214 1.4242 -2.4894
N -3.6828 -0.9355 -0.3796
C 1.4689 -0.1210 -1.1774
C -0.9224 2.0311 -2.8507
C 3.8304 0.1341 -0.7665
C -1.4128 -2.4169 1.8805
C 2.7628 -1.9478 -0.2919
C -3.3288 2.4144 -2.6811
C 5.5699 -3.1972 -1.8508
C -4.6196 -1.4519 0.5903
C 6.1432 -2.0768 -0.9926
C 3.9126 -1.1693 -0.2876
C -3.9121 -2.3025 1.6627
C -2.1795 1.7216 -2.2571
C -2.1866 0.7109 -1.2616
C -1.9984 3.6788 -4.2404
C -3.4093 0.3903 -0.4639
C -1.0076 0.0876 -0.9401
C -2.5232 -0.3923 2.5374
C 0.1927 0.4823 -1.5772
C -0.1420 -0.5333 2.5987
C -3.2358 3.3746 -3.6512
C 2.6305 0.6521 -1.2110
C -0.8636 3.0246 -3.8509
C 5.2230 -1.7220 0.1836
C -1.2983 0.1929 2.8036
C 1.5559 -1.4345 -0.7243
C -2.5910 -1.6976 2.0547
C -0.1844 -1.8389 2.1586
H -1.2237 1.2059 3.1628
H -4.1192 3.9066 -3.9717
H 6.2477 -3.4359 -2.6674
H -4.2765 2.1842 -2.2196
H -1.4557 -3.4350 1.5190
H 6.2951 -1.1898 -1.6113
H 7.1155 -2.3819 -0.5998
H -5.0953 -0.5763 1.0370
H 5.4214 -4.0956 -1.2555
H -0.9714 -0.6500 -0.1539
H -3.0655 -1.5927 -0.8301
H 0.7442 -2.3703 2.0264
H 2.5642 1.6630 -1.5850
H 4.7175 0.7518 -0.7797
H 0.6798 -2.0668 -0.7307
H -3.7461 -3.3110 1.2787
H 5.0491 -2.6124 0.7891
H 2.8144 -2.9685 0.0575
H -5.3870 -2.0512 0.0903
H -3.4298 0.1737 2.6844
H -4.5667 -2.3777 2.5329
H 5.7187 -0.9791 0.8116
H 1.6412 2.3579 2.1004
H 0.0976 3.2409 -4.2901
H -1.9513 4.4388 -5.0067
H 4.6122 -2.9015 -2.2733
H 1.8934 1.2374 0.8869
```

Output
multiplicity	1
total charge	0
highest occupied orbital energy	-8.48	eV
SMILES	CCCc1ccc(-c2cc(C(=O)NCCc3ccc(S(N)(=O)=O)cc3)c3ccccc3n2)cc1



ii | C27H27N3O3S | ωB97M-V with the def2-TZVPD basis set

Geometry as XYZ:
```
61
C27H27N3O3S, DFT ωB97M-V with the def2-TZVPD basis set
S -1.8358 -0.5999 -1.6374
O 2.6245 4.1724 1.3567
O 0.7025 0.7788 -3.9350
O -2.8716 -1.8954 3.0212
N -2.3332 -1.2114 0.9187
N -0.1416 -0.5891 0.3547
N 0.8395 1.0420 -1.6623
C 1.5209 2.2495 -1.5062
C 0.4907 0.4086 -2.8009
C -0.0572 -3.1769 -1.5023
C -5.8667 -0.2477 -0.0875
C -0.1543 -1.5761 3.8951
C -4.3982 0.7770 1.6753
C 1.1714 -1.3791 4.2072
C 0.6604 -4.1758 -0.8734
C 2.6272 4.2044 -2.3241
C 3.2938 5.3674 1.6759
C 2.4418 3.8624 0.0406
C 1.9228 -1.8385 -1.6537
C 2.8775 4.6345 -1.0309
C -4.4304 0.0001 0.3625
C 2.0594 -0.9165 3.2359
C -3.7175 -1.3511 0.5102
C -0.2521 -0.9096 -2.5404
C -1.3753 -0.8042 0.0492
C 2.6411 -2.8436 -1.0294
C 2.0124 -4.0075 -0.6257
C 1.9570 3.0248 -2.5783
C -0.6124 -1.3101 2.6030
C 1.6289 -0.6497 1.9569
C 0.2836 -0.8442 1.6284
C -2.0144 -1.5047 2.2584
C 0.5607 -1.9886 -1.8800
C 1.7641 2.6723 -0.2055
H 2.4308 -0.9405 -1.9701
H -5.8859 -0.7896 -1.0299
H 2.9666 4.8084 -3.1523
H -6.4022 -0.8291 0.6595
H 2.3077 -0.3000 1.1950
H -3.3774 1.0281 1.9575
H -6.3857 0.6971 -0.2250
H 1.7688 2.7013 -3.5875
H -4.8364 0.1862 2.4764
H 1.4281 2.0876 0.6375
H 0.6031 0.5489 -0.7910
H 0.1626 -5.0867 -0.5758
H -0.6168 -1.2619 -3.5122
H 3.4051 5.5615 -0.8745
H 4.3191 5.3700 1.2918
H -1.1126 -3.3141 -1.6935
H -4.2081 -1.9408 1.2887
H 3.3178 5.4100 2.7638
H 3.6984 -2.7113 -0.8544
H -3.7508 -1.8942 -0.4383
H 3.0978 -0.7666 3.4918
H -4.9587 1.7033 1.5783
H -3.9162 0.5832 -0.4101
H 1.5282 -1.5826 5.2052
H -0.8638 -1.9336 4.6257
H 2.7601 6.2429 1.2922
H 2.5728 -4.7836 -0.1266
```

Output
multiplicity	1
total charge	0
highest occupied orbital energy	-8.25	eV
SMILES	COc1cccc(NC(=O)[C@H](Sc2nc3ccccc3c(=O)n2CC(C)C)c2ccccc2)c1



Short version: i is the least stable of them.



i | C2H11N5 | ωB97M-V with the def2-TZVPD basis set

Geometry as XYZ:
```
18
C2H11N5, DFT ωB97M-V with the def2-TZVPD basis set
N -0.1955 -0.3892 1.4641
N -1.2430 0.6067 -1.4863
N 1.0486 -0.0986 -0.5219
N -0.1979 -0.0992 -1.8903
N 0.0844 -1.6583 1.6484
C -1.4792 -0.0855 1.1309
C 1.5876 1.2273 -0.4266
H 2.1680 1.3608 0.4945
H -1.4905 0.3084 -0.2280
H -0.5271 -2.3745 1.2563
H 1.7546 -0.7916 -0.7641
H -0.4192 -1.0801 -1.7072
H -1.1055 1.5829 -1.7480
H 1.0729 -1.8654 1.6390
H 0.7517 1.9359 -0.3792
H 2.2156 1.5081 -1.2840
H -1.8164 0.8147 1.6381
H -2.2091 -0.9025 1.1643
```

Output
multiplicity	1
total charge	0
highest occupied orbital energy (alpha / beta)	-6.99 / -6.99	eV



ii | C2H11N5 | ωB97M-V with the def2-TZVPD basis set

Geometry as XYZ:
```
18
C2H11N5, DFT ωB97M-V with the def2-TZVPD basis set
N -0.6798 -2.0041 0.1257
N -0.9552 -3.1902 -0.5710
N 1.0632 1.1136 -0.2439
N -1.6035 -1.0332 -0.3124
N 0.6917 1.7210 1.9982
C 1.0813 2.4431 -0.7997
C 0.9563 0.8639 1.0870
H -1.8641 -3.5644 -0.2991
H 0.6480 1.2451 2.9081
H 0.7758 2.4098 -1.8500
H 0.3995 3.1153 -0.2711
H -1.0243 -3.0034 -1.5728
H 1.1023 -0.2013 1.3389
H 0.2968 -1.7197 -0.0313
H -2.5429 -1.2744 0.0138
H 0.9851 0.3499 -0.9043
H -1.4243 -0.1267 0.1377
H 2.0940 2.8559 -0.7537
```

Output
multiplicity	1
total charge	0
highest occupied orbital energy	-8.33	eV
SMILES	[H]/N=C/NC.NNN



Short version: i is the least stable of them.



i | C5H11N2O | ωB97M-V with the def2-TZVPD basis set

Geometry as XYZ:
```
19
C5H11N2O, DFT ωB97M-V with the def2-TZVPD basis set
O 0.3562 -2.3499 0.0844
N -2.8971 0.5561 -0.1502
N -0.7591 -0.1887 -0.5931
C 0.6460 0.1256 -0.1380
C 0.4605 -1.2564 -0.6370
C -1.9358 -0.1382 0.2406
C 0.8191 0.3680 1.3398
C 1.3751 1.1114 -1.0151
H 1.2488 2.1230 -0.6408
H -1.8520 -0.7384 1.1502
H 1.0295 1.0693 -2.0452
H 0.2863 -0.3439 1.9632
H 1.8775 0.3168 1.5847
H -1.0108 0.2199 -1.4966
H 0.4748 1.3694 1.5960
H 2.4389 0.8760 -1.0175
H -3.7327 0.5886 0.4206
H 0.6607 -1.4725 -1.6821
H 0.5142 -2.2359 1.0361
```

Output
multiplicity	3
total charge	+1
highest occupied orbital energy (alpha / beta)	-10.36 / -15.36	eV



ii | C5H11N2O | ωB97M-V with the def2-TZVPD basis set

Geometry as XYZ:
```
19
C5H11N2O, DFT ωB97M-V with the def2-TZVPD basis set
O -1.8349 -1.4628 -0.1528
N -2.3183 -0.3069 -1.0029
N -0.2252 0.6935 -1.7747
C 1.3154 0.8034 0.2330
C 2.7702 0.2130 2.2294
C -3.6995 -0.1399 -0.9797
C 0.5408 0.6277 -0.8735
C 2.0792 -0.1171 0.9445
H 2.1530 0.7325 2.9215
H 2.2461 -1.0551 0.4648
H -4.3261 -0.7466 -1.7557
H -0.8061 -1.4150 0.0270
H -0.5404 1.1501 -2.6009
H 3.5951 0.9227 2.1851
H 3.0949 -0.6698 2.7135
H -4.0609 -0.3977 0.0492
H -1.9844 -0.5531 -2.1069
H 1.1412 1.7721 0.7296
H -3.8569 0.9813 -1.0941
```

Output
multiplicity	3
total charge	+1
highest occupied orbital energy (alpha / beta)	-10.17 / -13.16	eV



iii | C5H11N2O | ωB97M-V with the def2-TZVPD basis set

Geometry as XYZ:
```
19
C5H11N2O, DFT ωB97M-V with the def2-TZVPD basis set
O -1.5027 0.4995 -0.4073
N -2.4232 -1.2372 -1.3475
N -0.2406 -1.3553 -0.4201
C 0.8502 -0.5267 0.2385
C 1.1302 -0.8488 1.6307
C 0.2748 2.1411 -0.8008
C -1.3594 -0.7764 -0.7378
C -0.4224 1.1978 0.1201
H 0.3150 -0.9909 2.2878
H -0.1870 2.0363 -1.7575
H 0.2985 3.1897 -0.5701
H -0.4295 1.4271 1.1400
H 1.8372 -0.1842 1.9941
H -3.0635 -0.4313 -1.4389
H -2.6707 -2.1368 -1.6619
H 1.7064 -0.4900 -0.4042
H 1.8099 -1.6830 1.5199
H -0.0322 -2.3767 -0.3906
H 1.3896 1.7972 -0.9064
```

Output
multiplicity	3
total charge	+1
highest occupied orbital energy (alpha / beta)	-9.94 / -15.36	eV



Short version: ii is the least stable of them.



i | C3H5PS | ωB97M-V with the def2-TZVPD basis set

Geometry as XYZ:
```
10
C3H5PS, DFT ωB97M-V with the def2-TZVPD basis set
S 1.9611 0.4449 0.4947
P -2.1177 0.9687 -0.2754
C -1.1960 -0.4584 0.6898
C 0.8223 0.4184 -1.0241
C -0.4731 0.5276 -0.4421
H 1.1245 1.3057 -1.5422
H -0.8935 -0.2594 1.6598
H 1.1210 -0.6208 -1.4116
H -1.5841 -1.6587 0.6922
H 1.2354 -0.6680 1.1589
```

Output
multiplicity	1
total charge	0
highest occupied orbital energy	-8.69	eV
SMILES	SCC1=PC1



ii | C3H5PS | ωB97M-V with the def2-TZVPD basis set

Geometry as XYZ:
```
10
C3H5PS, DFT ωB97M-V with the def2-TZVPD basis set
S -4.1951 0.4433 0.1412
P -2.5686 -0.8016 -0.2197
C -1.0322 0.1634 0.0648
C 0.2457 -0.4126 0.6595
C 0.2282 -0.0526 -0.7524
H -0.0939 -1.3214 1.1160
H 0.2505 -0.6634 -1.5596
H 0.7849 0.1393 1.4510
H -1.3785 1.1485 0.3016
H 0.5875 0.9507 -1.0180
```

Output
multiplicity	1
total charge	0
highest occupied orbital energy	-8.71	eV
SMILES	S=PC1CC1



Short version: i is the least stable of them.



i | C2H2F3NO | ωB97M-V with the def2-TZVPD basis set

Geometry as XYZ:
```
9
C2H2F3NO, DFT ωB97M-V with the def2-TZVPD basis set
F 1.3998 1.0313 0.1099
F 1.8549 -0.6318 -0.9399
F 1.3095 -0.9688 1.2640
O -0.7896 -1.6750 -0.2159
N -1.3056 0.6825 0.2265
C -0.4667 -0.5047 -0.1994
C 1.0497 -0.2242 0.1104
H -0.6752 1.5902 -0.3790
H -2.3768 0.7005 0.0235
```

Output
multiplicity	1
total charge	0
highest occupied orbital energy	-10.99	eV
SMILES	NC(=O)C(F)(F)F



ii | C2H2F3NO | ωB97M-V with the def2-TZVPD basis set

Geometry as XYZ:
```
9
C2H2F3NO, DFT ωB97M-V with the def2-TZVPD basis set
F -0.6523 -1.2246 1.1166
F -0.0478 -1.8866 -0.8615
F -1.9170 -0.8306 -0.4949
O 1.6271 0.6940 1.3126
N 0.0408 0.3123 -0.3841
C 0.9760 1.0362 0.3955
C -0.6073 -0.9122 -0.1520
H 1.2051 2.0021 -0.0202
H -0.6246 0.8094 -0.9122
```

Output
multiplicity	1
total charge	0
highest occupied orbital energy	-10.98	eV
SMILES	O=CNC(F)(F)F



Short version: i is the least stable of them.